[1]
The following is a quantum chemistry calculation of a single CH3N5O2 molecule in a non-equilibrium geometry, from the OMol25 dataset.

Computed properties:
Structure (SMILES): O/N=c1/nn[nH]n1O
2S+1: 1
Highest occupied orbital energy in eV: -9.941

Each line ends with the Löwdin charge.
Positions of all 11 atoms, in Å:
1 O -2.355 -0.303 -0.375  -0.083
2 N -1.411 -1.240 0.202  0.121
3 C -0.201 -0.886 0.087  -0.507
4 N 0.938 -1.576 0.312  0.112
5 N 1.827 -0.823 -0.074  0.061
6 N 1.406 0.652 -0.292  0.054
7 N -0.027 0.397 -0.455  -0.104
8 O -0.537 1.085 0.745  -0.151
9 H -1.848 0.560 -0.722  0.132
10 H 1.906 1.080 -1.047  0.104
11 H 0.303 1.055 1.619  0.261

[2]
The following is a quantum chemistry calculation of a single CH3NO molecule in a non-equilibrium geometry, from the OMol25 dataset.

Computed properties:
Structure (SMILES): C=NO
2S+1: 1
Highest occupied orbital energy in eV: -10.062

Each line ends with the Löwdin charge.
Positions of all 6 atoms, in Å:
1 C 0.414 0.061 0.590  -0.054
2 N -0.661 0.549 0.098  -0.127
3 O -1.028 0.169 -1.104  -0.050
4 H 1.170 -0.545 0.147  0.056
5 H 0.620 0.386 1.636  0.076
6 H -0.514 -0.621 -1.367  0.100

[3]
The following is a quantum chemistry calculation of a single CH3NO2 molecule, from the OMol25 dataset.

Computed properties:
Structure (SMILES): O=CNO
2S+1: 1
Highest occupied orbital energy in eV: -10.309

Each line ends with the Löwdin charge.
Positions of all 7 atoms, in Å:
1 O 0.426 0.304 -1.725  0.033
2 C 0.489 -0.081 -0.579  -0.336
3 N -0.376 0.326 0.413  -0.044
4 O -0.442 -0.511 1.526  -0.044
5 H 1.260 -0.769 -0.188  0.138
6 H -1.303 0.598 0.100  0.147
7 H -0.128 0.035 2.262  0.105

[4]
The following is a quantum chemistry calculation of 2 unconnected molecules or ions with the total composition CH3NO2P in a non-equilibrium geometry, from the OMol25 dataset.

Computed properties:
2S+1: 1
Charge: -1
Highest occupied orbital energy in eV: -3.600

Each line ends with the Löwdin charge.
Positions of all 8 atoms, in Å:
1 C 0.133 0.479 1.083  -0.153
2 N -0.068 -0.383 0.138  -0.068
3 O 2.917 1.218 -0.611  -0.624
4 O 2.783 -1.217 -0.226  -0.637
5 P 3.056 0.121 0.406  0.352
6 H -0.153 1.499 0.742  -0.021
7 H -0.327 -0.165 -0.827  0.098
8 H 0.298 -1.315 0.273  0.055

[5]
The following is a quantum chemistry calculation of 2 unconnected molecules or ions with the total composition CH3NO2P2 in a non-equilibrium geometry, from the OMol25 dataset.

Computed properties:
Structure (SMILES): N#CPO.O=P
2S+1: 1
Highest occupied orbital energy in eV: -8.869

Each line ends with the Löwdin charge.
Positions of all 9 atoms, in Å:
1 N -0.615 0.485 0.419  0.005
2 C 0.497 0.643 0.127  -0.391
3 P 2.372 0.727 0.068  0.840
4 O 2.843 -0.776 -0.483  -0.382
5 H 2.508 1.525 -1.002  -0.090
6 H 2.756 -1.432 0.249  0.066
7 O -3.370 -1.404 -0.432  -0.620
8 P -3.245 0.039 -0.231  0.681
9 H -3.747 0.193 1.284  -0.110

[6]
The following is a quantum chemistry calculation of a single CH3NO2S molecule in a non-equilibrium geometry, from the OMol25 dataset.

Computed properties:
2S+1: 1
Highest occupied orbital energy in eV: -9.682

Each line ends with the Löwdin charge.
Positions of all 8 atoms, in Å:
1 C -0.521 -0.874 -0.339  -0.432
2 N -1.678 -1.257 -0.776  0.073
3 O -0.052 0.361 -0.150  -0.364
4 O 1.697 1.460 1.756  -0.507
5 S 1.511 1.527 0.320  1.036
6 H 0.353 -1.530 -0.161  0.110
7 H 0.454 2.582 0.154  0.053
8 H -1.764 -2.269 -0.804  0.031

[7]
The following is a quantum chemistry calculation of a molecular structure, CH3NO2S in a non-equilibrium geometry, from the OMol25 dataset.

Computed properties:
2S+1: 1
Highest occupied orbital energy in eV: -10.492

Each line ends with the Löwdin charge.
Positions of all 8 atoms, in Å:
1 C -0.121 0.073 -0.613  -0.196
2 N 0.855 0.781 0.317  -0.195
3 O -1.182 2.411 0.225  -0.296
4 O 0.638 2.655 -1.377  -0.289
5 S -0.071 1.847 -0.430  0.558
6 H 0.434 -0.354 -1.503  0.109
7 H -0.853 -0.555 -0.237  0.056
8 H 0.431 0.833 1.561  0.252

[8]
The following is a quantum chemistry calculation of a single CH3NO2S molecule in a non-equilibrium geometry, from the OMol25 dataset.

Computed properties:
Structure (SMILES): CN=S(=O)=O
2S+1: 1
Highest occupied orbital energy (alpha / beta) in eV: -10.480 / -9.586

Each line ends with the Löwdin charge.
Positions of all 8 atoms, in Å:
1 C -0.599 0.455 -0.930  -0.307
2 N -0.477 0.711 0.360  -0.061
3 S 0.502 -0.781 1.437  0.800
4 O 1.050 -0.204 2.638  -0.390
5 O 1.366 -1.511 0.561  -0.397
6 H 0.270 1.131 -1.556  0.181
7 H -1.667 0.767 -1.335  0.124
8 H -0.445 -0.569 -1.174  0.050

For the records above, the corresponding E_tot values read -12622.47084 -4620.78754 -6669.06659 -15960.03287 -25246.45240 -17502.35545 -17502.17328 -17501.12645 eV.
For the records above, the corresponding energy relative to the best compared isomer or geometry (same formula, charge and spin) values read 4.548 2.634 2.598 0.870 1.684 3.115 3.297 4.344 eV.